A molecular structure, C53H53CaN6O4PSSb, computed with ωB97M-V with the def2-TZVPD basis set.

Computed properties:
Total charge: +1
Frontier orbital gap (Eh): 0.254
E (eV): -118053.02730
Energy above the lowest of the compared OMol25 structures with the same formula, charge and spin (eV): 1.825
F_max (eV/Å): 2.90
Molecular weight (g/mol): 1062.92
E_LUMO (eV): -2.79

Geometry (Å):
Ca1 0.620 0.196 -0.922
O1 -3.574 0.489 0.672
C1 -2.245 0.406 0.634
O2 -1.526 1.382 0.502
C2 -1.687 -0.939 0.849
C3 -2.398 -2.035 1.331
C4 -1.682 -3.186 1.638
C5 -0.312 -3.213 1.426
C6 0.297 -2.095 0.852
N1 -0.379 -0.992 0.606
C7 1.778 -2.054 0.404
O3 2.570 -2.784 0.973
O4 1.984 -1.263 -0.551
H1 -3.855 1.420 0.622
H2 -3.467 -1.984 1.463
H3 -2.196 -4.044 2.045
H4 0.293 -4.075 1.667
C8 -2.371 2.981 -3.210
C9 -1.444 2.423 -2.325
N2 -1.134 1.148 -2.303
C10 -1.743 0.329 -3.171
C11 -2.671 0.794 -4.136
C12 -2.978 2.165 -4.132
C13 -3.266 -0.120 -5.053
C14 -2.998 -1.444 -4.982
C15 -2.114 -1.956 -3.993
C16 -1.869 -3.331 -3.855
C17 -0.967 -3.757 -2.913
C18 -0.313 -2.794 -2.135
N3 -0.564 -1.509 -2.204
C19 -1.452 -1.075 -3.106
H5 -2.594 4.034 -3.160
H6 -0.956 3.045 -1.592
H7 -3.690 2.558 -4.842
H8 -3.945 0.263 -5.798
H9 -3.448 -2.143 -5.670
H10 -2.397 -4.026 -4.492
H11 -0.756 -4.805 -2.767
H12 0.451 -3.092 -1.431
C20 1.711 4.376 3.887
C21 0.482 5.147 4.276
C22 0.651 6.372 4.916
C23 -0.434 7.119 5.333
C24 -1.717 6.647 5.121
C25 -1.897 5.440 4.476
C26 -0.810 4.690 4.053
Sb1 -1.165 2.850 2.955
C27 -2.959 3.657 1.977
C28 -2.602 4.436 0.880
C29 -3.543 4.938 0.004
C30 -4.881 4.643 0.204
C31 -5.251 3.895 1.304
C32 -4.308 3.413 2.213
C33 -4.803 2.691 3.428
C34 -1.855 1.502 4.540
C35 -2.588 0.418 4.077
C36 -3.003 -0.594 4.923
C37 -2.693 -0.521 6.269
C38 -1.937 0.539 6.731
C39 -1.485 1.547 5.883
C40 -0.607 2.622 6.446
H13 2.305 4.163 4.774
H14 2.322 4.972 3.208
H15 1.468 3.431 3.403
H16 1.653 6.744 5.081
H17 -0.278 8.057 5.841
H18 -2.570 7.220 5.450
H19 -2.899 5.075 4.306
H20 -1.556 4.670 0.726
H21 -3.242 5.560 -0.827
H22 -5.635 5.014 -0.474
H23 -6.297 3.695 1.481
H24 -5.635 3.242 3.860
H25 -4.021 2.594 4.175
H26 -5.167 1.695 3.178
H27 -2.844 0.361 3.028
H28 -3.567 -1.428 4.533
H29 -3.038 -1.283 6.952
H30 -1.680 0.583 7.780
H31 -0.376 2.425 7.491
H32 -1.096 3.592 6.382
H33 0.329 2.675 5.891
C41 3.883 3.017 -1.024
P1 2.120 2.522 -1.247
C42 1.324 3.810 -0.200
C43 1.910 3.169 -2.962
H34 4.012 4.068 -1.282
H35 4.517 2.415 -1.674
H36 4.184 2.859 0.010
H37 1.341 4.798 -0.660
H38 1.857 3.840 0.749
H39 0.300 3.516 0.015
H40 2.223 4.210 -3.045
H41 0.878 3.072 -3.291
H42 2.524 2.558 -3.622
N4 0.664 0.183 3.412
C44 1.985 0.040 3.041
C45 2.937 -0.434 3.953
C46 4.243 -0.559 3.539
C47 4.571 -0.198 2.238
C48 3.570 0.299 1.427
N5 2.302 0.431 1.807
H43 0.368 -0.369 4.203
H44 0.030 0.159 2.626
H45 2.639 -0.719 4.951
H46 4.995 -0.936 4.215
H47 5.574 -0.319 1.867
H48 3.779 0.592 0.406
S1 1.487 -0.132 -4.300
C49 3.131 -0.388 -4.206
N6 3.825 -0.663 -5.353
C50 5.167 -0.806 -5.406
C51 5.907 -0.700 -4.269
C52 5.242 -0.466 -3.042
C53 3.889 -0.310 -3.009
H49 3.266 -0.737 -6.196
H50 5.600 -1.001 -6.376
H51 6.976 -0.800 -4.299
H52 5.817 -0.418 -2.131
H53 3.341 -0.156 -2.089